A.
The molecule C3H6O3. Source: the OMol25 dataset; level of theory: the ωB97M-V functional and the def2-TZVPD basis.

```
! wB97M-V def2-TZVPD RIJCOSX def2/J DEFGRID3
* xyz 0 1
O 0.56 -1.93 -0.38
C 0.84 -0.70 0.27
C -0.47 -0.01 0.96
O -0.66 1.35 0.52
C -0.59 1.47 -0.80
O -0.52 0.55 -1.58
H 0.35 -1.75 -1.31
H 1.41 -0.08 -0.44
H 1.52 -0.93 1.07
H -0.54 0.13 2.06
H -1.33 -0.62 0.69
H -0.57 2.52 -1.08
*
```

Values from the calculation:
gap between HOMO and LUMO: 11.292 eV
SMILES: O=COCCO
highest occupied orbital energy: -10.4 eV

Löwdin atomic charge list, values in e, 2 entries:
1. O -0.070
2. C -0.222

***

B.
The molecule C3H6O3. Source: the OMol25 dataset; level of theory: the ωB97M-V functional and the def2-TZVPD basis.

```
! wB97M-V def2-TZVPD RIJCOSX def2/J DEFGRID3
* xyz 0 1
C -0.80 -0.50 -1.86
O -0.89 -0.08 -0.49
C 0.27 0.03 0.15
O 1.35 -0.20 -0.33
C 0.10 0.51 1.58
O 1.29 0.34 2.29
H -0.44 0.33 -2.48
H -0.12 -1.34 -1.95
H -1.81 -0.78 -2.15
H -0.21 1.56 1.55
H -0.71 -0.05 2.06
H 1.98 0.18 1.63
*
```

Values from the calculation:
gap between HOMO and LUMO: 11.397 eV
SMILES: COC(=O)CO
highest occupied orbital energy: -10.6 eV

Löwdin atomic charge list, values in e, 2 entries:
1. C -0.037
2. O -0.025

***

C.
The molecule C3H6O3. Source: the OMol25 dataset; level of theory: the ωB97M-V functional and the def2-TZVPD basis.

```
! wB97M-V def2-TZVPD RIJCOSX def2/J DEFGRID3
* xyz 0 1
O -2.17 -1.09 0.86
C -1.38 -0.22 0.51
O -1.77 0.73 -0.33
C 0.11 -0.29 0.72
C 0.89 0.04 -0.61
O 2.07 0.74 -0.31
H -2.70 0.75 -0.51
H 0.35 -1.31 0.95
H 0.44 0.42 1.41
H 0.40 0.88 -1.19
H 1.01 -0.80 -1.32
H 2.75 0.14 -0.18
*
```

Values from the calculation:
gap between HOMO and LUMO: 10.951 eV
SMILES: O=C(O)CCO
highest occupied orbital energy: -10.3 eV

Löwdin atomic charge list, values in e, 2 entries:
1. O 0.075
2. C -0.506

***

D.
A cluster of 2 separate species, C3H6O3 in total. Source: the OMol25 dataset; level of theory: the ωB97M-V functional and the def2-TZVPD basis.

```
! wB97M-V def2-TZVPD RIJCOSX def2/J DEFGRID3
* xyz 0 1
O 0.02 -0.98 0.21
C -0.17 0.40 0.51
C -1.60 0.84 0.27
O 2.89 -0.52 0.06
C 2.43 -1.17 -0.79
O 2.03 -1.81 -1.68
H -0.34 -1.14 -0.67
H 0.53 1.02 -0.08
H 0.11 0.51 1.56
H -1.76 1.87 0.58
H -2.29 0.19 0.83
H -1.86 0.77 -0.80
*
```

Values from the calculation:
gap between HOMO and LUMO: 11.319 eV
SMILES: O=C=O.CCO
highest occupied orbital energy: -10.6 eV

Löwdin atomic charge list, values in e, 2 entries:
1. O -0.094
2. C -0.323

***

Short version: D is the most stable of them.

***

A.
The molecule C3H11N3. Source: the OMol25 dataset; level of theory: the ωB97M-V functional and the def2-TZVPD basis.

```
! wB97M-V def2-TZVPD RIJCOSX def2/J DEFGRID3
* xyz 0 1
C -0.56 0.07 0.81
N 0.65 0.19 -0.02
C 1.68 -0.78 0.32
N 2.74 -1.08 -0.65
C -1.76 1.00 0.28
N -2.59 0.31 -0.68
H -0.66 -1.04 0.94
H -0.27 0.26 1.81
H 0.34 0.23 -1.17
H 2.03 -0.54 1.32
H 1.15 -1.67 0.39
H 3.65 -0.60 -0.49
H 2.30 -0.69 -1.48
H -1.23 1.88 -0.12
H -2.30 1.34 1.12
H -3.17 1.09 -0.90
H -2.00 0.02 -1.47
*
```

Values from the calculation:
gap between HOMO and LUMO: 9.449 eV
SMILES: NCCNCN
highest occupied orbital energy: -8.4 eV

Löwdin atomic charge list, values in e, 2 entries:
1. C -0.230
2. N -0.142

***

B.
A structure of composition C3H11N3. Source: the OMol25 dataset; level of theory: the ωB97M-V functional and the def2-TZVPD basis.

```
! wB97M-V def2-TZVPD RIJCOSX def2/J DEFGRID3
* xyz 0 1
C -0.09 0.17 1.14
N -0.29 -1.14 0.54
C 1.01 -1.64 -0.09
N 1.65 -0.72 -1.12
C -0.76 1.36 0.28
N -1.47 0.74 -1.10
H 1.03 0.29 1.32
H -0.44 0.18 2.19
H -1.14 -1.00 -0.10
H 0.73 -2.56 -0.58
H 1.66 -1.84 0.79
H 1.18 -0.70 -2.04
H 1.66 0.24 -0.78
H -1.17 2.04 1.25
H 0.08 1.94 -0.09
H -1.78 1.68 -1.63
H -1.86 0.96 0.01
*
```

Values from the calculation:
gap between HOMO and LUMO: 9.226 eV
highest occupied orbital energy: -8.4 eV

Löwdin atomic charge list, values in e, 2 entries:
1. C -0.278
2. N -0.119

***

C.
A cluster of 2 separate species, C3H11N3 in total. Source: the OMol25 dataset; level of theory: the ωB97M-V functional and the def2-TZVPD basis.

```
! wB97M-V def2-TZVPD RIJCOSX def2/J DEFGRID3
* xyz 0 1
C -1.07 1.25 -1.91
C -1.46 0.92 -0.48
N -2.86 0.62 -0.36
H -1.58 2.14 -2.26
H 0.01 1.43 -1.98
H -1.23 0.40 -2.58
H -0.76 0.18 -0.08
H -1.23 1.85 0.06
H -3.30 0.45 -1.25
H -3.17 -0.04 0.32
N 2.27 -0.23 1.59
C 2.27 -1.57 1.30
N 2.30 -2.48 2.20
H 2.81 0.30 0.91
H 2.65 0.01 2.50
H 2.12 -1.85 0.26
H 2.24 -3.38 1.75
*
```

Values from the calculation:
gap between HOMO and LUMO: 9.660 eV
SMILES: [H]/N=C/N.CCN
highest occupied orbital energy: -8.9 eV

Löwdin atomic charge list, values in e, 2 entries:
1. C -0.126
2. C -0.372

***

Short version: C is the most stable of them.

***

A.
A cluster of 2 separate species, C3H11N3 in total. Source: the OMol25 dataset; level of theory: the ωB97M-V functional and the def2-TZVPD basis.

```
! wB97M-V def2-TZVPD RIJCOSX def2/J DEFGRID3
* xyz 0 1
C -1.83 -1.23 0.15
C 2.27 2.17 -0.64
C 1.84 1.05 0.32
H -4.15 -1.99 0.13
H -4.09 -2.59 1.70
H -0.84 -0.82 0.11
H -2.40 -1.17 -0.77
H 2.41 3.12 -0.09
H 3.22 1.91 -1.15
H 1.48 2.35 -1.40
H 2.60 0.83 1.08
H 0.96 1.38 0.87
H 0.72 -0.05 -0.98
H 2.27 -0.44 -0.96
N -3.56 -2.46 0.83
N -2.39 -1.84 1.12
N 1.49 -0.22 -0.33
*
```

Values from the calculation:
gap between HOMO and LUMO: 10.045 eV
SMILES: C=NN.CCN
highest occupied orbital energy: -9.0 eV

Löwdin atomic charge list, values in e, 2 entries:
1. C -0.074
2. C -0.123

***

B.
The molecule C3H11N3. Source: the OMol25 dataset; level of theory: the ωB97M-V functional and the def2-TZVPD basis.

```
! wB97M-V def2-TZVPD RIJCOSX def2/J DEFGRID3
* xyz 0 1
C -0.75 -0.64 1.66
C -0.54 -0.12 0.25
N -1.07 1.20 0.13
N -1.14 -1.00 -0.70
H -0.62 1.86 0.74
H -1.06 1.54 -0.83
H -1.07 -0.65 -1.64
H -1.82 -0.79 1.83
H -0.24 -1.60 1.78
H -0.36 0.06 2.39
C 1.54 0.46 -1.18
N 1.02 -0.31 -0.07
H 1.58 -0.12 0.76
H -0.52 -1.83 -0.64
H 0.91 0.28 -2.06
H 2.55 0.12 -1.42
H 1.58 1.55 -1.01
*
```

Values from the calculation:
gap between HOMO and LUMO: 9.565 eV
SMILES: CNC(C)(N)N
highest occupied orbital energy: -8.6 eV

Löwdin atomic charge list, values in e, 2 entries:
1. C -0.043
2. C -0.688

***

Short version: B is the most stable of them.

***

A.
A cluster of 2 separate species, C3H11N3 in total. Source: the OMol25 dataset; level of theory: the ωB97M-V functional and the def2-TZVPD basis.

```
! wB97M-V def2-TZVPD RIJCOSX def2/J DEFGRID3
* xyz 0 1
C 2.41 0.96 0.36
C 2.15 -0.71 -1.20
N 1.65 -0.18 -0.16
H 1.64 1.57 0.86
H 3.09 0.67 1.16
H 2.89 1.59 -0.39
H 1.87 -1.71 -1.51
H 2.99 -0.22 -1.71
N -2.04 0.92 -0.20
C -1.47 -0.33 0.31
N -2.46 -1.20 0.92
H -1.96 0.98 -1.20
H -3.02 1.07 0.00
H -0.72 -0.12 1.06
H -1.04 -0.86 -0.53
H -3.27 -1.44 0.36
H -2.72 -1.01 1.87
*
```

Values from the calculation:
gap between HOMO and LUMO: 9.487 eV
SMILES: C=NC.NCN
highest occupied orbital energy: -8.4 eV

Löwdin atomic charge list, values in e, 2 entries:
1. C -0.146
2. C -0.076

***

B.
A cluster of 2 separate species, C3H11N3 in total. Source: the OMol25 dataset; level of theory: the ωB97M-V functional and the def2-TZVPD basis.

```
! wB97M-V def2-TZVPD RIJCOSX def2/J DEFGRID3
* xyz 0 1
C 3.35 1.37 1.00
C 2.44 1.68 0.08
N 1.24 1.00 -0.12
H 3.21 0.54 1.68
H 4.25 1.95 1.08
H 2.61 2.47 -0.64
H 0.70 0.76 0.70
H 0.63 1.39 -0.83
N -2.43 -1.02 0.82
C -1.85 -1.76 -0.29
N -1.89 -0.99 -1.51
H -3.40 -0.76 0.67
H -2.34 -1.48 1.72
H -0.83 -2.06 -0.04
H -2.45 -2.65 -0.51
H -2.70 -1.17 -2.08
H -1.75 0.00 -1.35
*
```

Values from the calculation:
gap between HOMO and LUMO: 9.231 eV
SMILES: C=CN.NCN
highest occupied orbital energy: -8.2 eV

Löwdin atomic charge list, values in e, 2 entries:
1. C -0.037
2. C -0.307

***

Short version: B is the most stable of them.